Below is a molecular structure, C47H35FN5O4P2PtSi in a non-equilibrium geometry, with properties calculated with wB97M-V/def2-TZVPD.

```
96
Properties=species:S:1:pos:R:3
Pt -0.27494 1.13634 0.37073
C -0.09944 2.34015 4.09448
Si -0.38779 1.04367 2.73357
C -2.07892 0.23031 3.04315
C -2.90023 0.52972 4.13082
C -4.14505 -0.06140 4.27759
C -4.58957 -0.98854 3.34351
C -3.78898 -1.30220 2.25656
C -2.55623 -0.67535 2.09032
P -1.51007 -1.04589 0.63210
C -1.36277 -2.86631 0.86195
C -0.39370 -3.31801 1.75835
C -0.32495 -4.65833 2.10274
C -1.21853 -5.56387 1.54949
C -2.16466 -5.12565 0.63360
C -2.23705 -3.78500 0.28529
C -2.60510 -0.94391 -0.81489
C -2.15839 -1.57151 -1.97882
C -2.88986 -1.47793 -3.14856
C -4.06513 -0.73931 -3.17044
C -4.51031 -0.11036 -2.01809
C -3.78584 -0.21044 -0.83906
C 0.93443 -0.29472 3.14155
C 0.96970 -0.95272 4.36987
C 1.97147 -1.86184 4.67721
C 2.95851 -2.14274 3.74114
C 2.93848 -1.51322 2.50702
C 1.93430 -0.59307 2.20274
P 1.92371 0.34893 0.63816
C 3.03424 1.74931 1.00672
C 2.52906 3.04785 1.02435
C 3.36386 4.12351 1.28626
C 4.71227 3.91049 1.53283
C 5.22167 2.61915 1.53100
C 4.38793 1.54284 1.27592
C 2.84261 -0.66571 -0.54221
C 3.73800 -0.11782 -1.46574
C 4.26493 -0.90534 -2.47716
C 3.89147 -2.23708 -2.60133
C 2.96033 -2.77507 -1.72035
C 2.42849 -1.99432 -0.71125
H -0.06483 1.84966 5.07152
H -0.89389 3.09010 4.10932
H 0.85206 2.85331 3.94443
H -2.55501 1.23705 4.87688
H -4.77134 0.19110 5.12471
H -5.55647 -1.46269 3.45750
H -4.12940 -2.02375 1.52317
H 0.29884 -2.60462 2.19539
H 0.42363 -4.99346 2.81001
H -1.17501 -6.60979 1.82631
H -2.85909 -5.82952 0.19166
H -2.97678 -3.45565 -0.43188
H -1.22709 -2.12690 -1.96270
H -2.54487 -1.97084 -4.04806
H -4.62458 -0.65355 -4.09415
H -5.42276 0.47233 -2.03912
H -4.13290 0.28690 0.05541
H 0.19232 -0.75051 5.10066
H 1.98820 -2.34857 5.64528
H 3.74645 -2.84839 3.97532
H 3.70060 -1.74660 1.77253
H 1.48195 3.20699 0.80244
H 2.96437 5.12942 1.28499
H 5.36727 4.75300 1.71734
H 6.27351 2.45047 1.72817
H 4.78811 0.53566 1.27556
H 4.01891 0.92482 -1.38658
H 4.97202 -0.47867 -3.17839
H 4.31071 -2.84841 -3.39015
H 2.64239 -3.80430 -1.83293
H 1.67848 -2.39944 -0.03917
N -2.10928 2.21713 0.03598
C -2.35571 3.32800 0.29549
C -2.72337 4.60759 0.65046
C -3.16132 4.84244 1.97387
N -3.51578 5.03839 3.05625
C -2.60107 5.70008 -0.23660
N -2.50692 6.61466 -0.93502
F 1.65827 -1.80679 -5.61875
C 0.93762 -0.67252 -5.68103
C 1.13888 0.30476 -4.78317
N 0.44634 1.48433 -4.82291
C 0.65380 2.46880 -3.76971
C 0.36929 1.90066 -2.36280
O 0.51072 2.71543 -1.42234
O 0.08688 0.69081 -2.26498
C -0.50957 1.72531 -5.79372
O -1.14085 2.75760 -5.88382
N -0.68036 0.68705 -6.68963
C -0.04304 -0.55371 -6.73290
O -0.33167 -1.37696 -7.57675
H 1.86276 0.19358 -3.98923
H -0.01474 3.30467 -3.94907
H 1.68256 2.83195 -3.79532
H -1.37725 0.84696 -7.40093
```

The calculation puts the LUMO energy (spin up / spin down) at 2.2 / 1.4 eV. As for the multiplicity: 3. The value obtained for the frontier orbital gap (spin up / spin down) is 5.12 / 6.76 eV. As for the energy above the lowest of the compared OMol25 structures with the same formula, charge and spin: 30.9 kJ/mol. Its total energy is -3578.33886 hartree. Its expectation value of S² is 2.01. As for the charge: -1.

Results of the Löwdin charge analysis, in e, for atoms 1 through 4:
1. Pt 0.720
2. C -0.200
3. Si 0.507
4. C -0.285